No. 1
Molecular formula: C25H25NO6P
Method: DFT, ωB97M-V/def2-TZVPD

Calculated values
ΔE to the lowest compared entry with this formula, charge and spin: 0.895 eV
lowest unoccupied orbital energy: 2.6 eV
HOMO: -2.7 eV
charge: -1
max |F|: 4.220 eV Å⁻¹
2S+1: 1

Geometry as XYZ:
```
58
Properties=species:S:1:pos:R:3:nbo_charge:R:1
H -0.888 -0.289 -3.196 0.253
C -0.664 -1.741 2.615 -0.158
C -1.015 5.329 -2.351 -0.221
H 1.507 -5.774 1.922 0.179
O 1.269 -3.728 1.721 -0.548
C 3.054 -0.751 -3.148 -0.246
H 3.219 0.319 -3.259 0.189
H -5.131 0.930 -0.880 0.207
C 0.016 -0.196 0.787 0.233
H -5.152 -0.783 -2.698 0.207
C -4.201 0.650 -1.380 -0.227
H 4.177 -1.974 1.187 0.169
C -0.703 5.393 0.060 -0.221
C -0.298 -1.095 4.915 -0.198
H 0.558 -4.936 3.201 0.168
H -1.195 7.118 -1.151 0.206
C -3.030 -0.632 -3.077 -0.202
C -2.994 1.252 -0.997 -0.207
H 0.622 1.415 2.767 0.225
C -0.751 3.959 -2.349 -0.201
C -1.810 0.884 -1.646 -0.351
C 3.640 -1.048 0.955 -0.252
H 3.923 -1.323 -3.494 0.171
C 1.289 -3.562 0.370 0.699
C -0.440 4.016 0.067 -0.213
H -0.773 3.390 -3.280 0.230
C -0.992 6.046 -1.146 -0.213
O 2.214 -1.358 0.842 -0.562
H 0.481 0.913 5.233 0.204
O 2.852 -0.972 -1.748 -0.550
O 0.875 1.152 -2.165 -1.084
H -2.985 2.000 -0.202 0.218
H -0.091 -1.019 0.066 0.212
H -3.032 -1.345 -3.902 0.212
P -0.180 1.533 -1.188 2.058
H -1.081 -2.411 1.861 0.226
C 1.851 -2.268 -0.061 -0.198
C 0.271 0.450 3.139 -0.183
H -0.368 -1.330 5.978 0.201
C -1.824 -0.043 -2.692 -0.212
H -0.165 -5.249 1.582 0.193
H -0.678 5.949 0.998 0.209
H -0.225 3.491 0.999 0.241
H -1.159 -2.996 4.286 0.209
C 0.754 -5.004 2.130 -0.263
H 2.165 -1.059 -3.712 0.182
O 0.853 -4.391 -0.414 -0.684
C -0.470 3.307 -1.136 -0.331
H 3.969 -0.625 0.003 0.201
H 3.692 -0.320 1.763 0.171
C -0.740 -2.035 3.974 -0.234
C -0.094 -0.525 2.195 -0.022
C -4.215 -0.302 -2.408 -0.216
H -1.233 5.835 -3.292 0.210
O 2.628 -3.202 -2.126 -0.672
N 0.062 1.025 0.391 -0.882
C 2.453 -2.226 -1.414 0.711
C 0.183 0.158 4.503 -0.240
```

---

No. 2
Molecular formula: C25H25NRuSi
Method: DFT, ωB97M-V/def2-TZVPD

Calculated values
lowest unoccupied orbital energy (spin up / spin down): 0.1 / -1.4 eV
HOMO (spin up / spin down): -7.0 / -7.3 eV
max |F|: 3.711 eV Å⁻¹
2S+1: 5

Geometry as XYZ:
```
53
Properties=species:S:1:pos:R:3:lowdin_spin:R:1
H -2.903 -0.438 2.137 0.010
C -3.426 -2.166 3.301 0.001
C -1.232 1.859 -1.204 0.244
C 3.161 -0.791 4.974 0.000
C -0.416 2.225 -0.120 0.183
Ru -0.569 -0.466 -0.169 1.879
H 0.400 -2.637 3.819 0.001
H -1.193 -4.284 4.767 0.000
H -0.789 0.580 -3.006 0.004
H -0.683 2.882 0.707 0.005
H -3.654 -4.028 4.412 0.000
C 1.896 -0.550 4.412 0.000
Si 0.032 -0.098 2.284 0.018
C -1.796 2.942 4.535 0.000
C 1.744 -0.409 3.019 -0.004
H 5.025 -0.740 2.117 0.000
H -2.709 3.059 5.114 0.000
H 2.815 -0.234 1.148 0.000
H -2.233 2.238 -1.391 0.016
C 0.790 0.767 -1.466 0.082
C -0.668 -2.477 3.703 0.008
H -0.310 -2.821 -1.268 0.010
C -0.470 1.000 -2.074 0.117
C -0.892 3.999 4.410 0.000
C -1.529 1.708 3.910 0.000
H 1.817 -1.580 -1.136 0.010
C 0.548 2.595 3.045 0.000
C -1.165 -1.385 3.019 0.023
H 1.909 -1.863 0.663 0.006
H 3.257 -0.911 6.057 0.000
H -0.422 -2.898 0.658 0.028
H -1.100 4.960 4.886 0.000
C 1.264 -1.700 -0.217 0.199
C 0.281 3.827 3.669 0.000
C 0.022 -2.391 -0.258 0.071
C 0.824 1.523 -0.238 0.101
C -2.543 -1.228 2.781 0.021
H 1.006 4.645 3.570 0.000
C -0.374 1.524 3.128 -0.003
H 1.477 2.466 2.488 0.000
H -4.494 -2.064 3.102 0.000
H 1.702 1.631 0.386 0.002
H 1.026 -0.463 5.072 0.000
C 4.290 -0.876 4.155 0.000
C 2.899 -0.411 2.224 -0.001
C -1.565 -3.423 4.231 0.002
H 1.617 0.249 -1.898 0.007
H -2.911 -0.678 -0.711 0.053
C 4.157 -0.681 2.774 0.000
C -2.952 -3.257 4.023 0.008
N -2.340 0.050 -0.227 0.899
H 5.272 -1.081 4.586 0.000
H -2.230 0.886 4.029 0.000
```